(1)
The following is a quantum chemistry calculation of a cluster of 2 separate species, C3H10N2O2 in total in a non-equilibrium geometry, from the OMol25 dataset.

Electronic energy, Eh: -380.29665
HOMO energy, Eh: -0.3394
Structure (SMILES): CCNC(N)=O.O
Energy relative to the best compared isomer or geometry (same formula, charge and spin), kcal/mol: 25.11
HOMO-LUMO gap, eV: 10.1217

The geometry in ORCA input format:
```
! RIJCOSX wB97M-V def2-TZVPD def2/J DEFGRID3
* xyz 0 1
C 0.42 0.88 0.97
N -0.12 -0.38 0.60
C 0.60 -1.01 -0.43
N 1.95 -0.76 -0.65
O 0.01 -1.82 -1.13
C 0.00 2.05 0.14
H 1.48 0.80 0.88
H 0.25 1.05 1.99
H -1.08 -0.46 0.68
H 2.28 -1.20 -1.46
H 2.72 -0.80 0.05
H -0.13 1.54 -0.85
H 0.70 2.92 0.22
H -1.04 2.48 0.43
H -2.14 -2.33 -0.72
H -3.41 -1.43 -0.48
O -2.48 -1.53 -0.24
*
```

***

(2)
The following is a quantum chemistry calculation of a structure of composition C3H10N2O2 in a non-equilibrium geometry, from the OMol25 dataset.

Electronic energy, Eh: -380.15273
HOMO energy, Eh: -0.3270
Energy relative to the best compared isomer or geometry (same formula, charge and spin), kcal/mol: 115.42
HOMO-LUMO gap, eV: 9.3303

The geometry in ORCA input format:
```
! RIJCOSX wB97M-V def2-TZVPD def2/J DEFGRID3
* xyz 0 1
C 1.80 1.69 0.31
N 0.16 -0.57 -1.63
O 1.24 0.43 0.50
H 0.52 0.38 -1.73
H 0.96 -1.10 -1.27
H 1.23 2.46 0.84
H 1.78 1.96 -0.76
H 2.85 1.71 0.64
C -1.48 -1.79 -0.03
N -1.00 -0.44 -0.29
C -0.40 0.41 1.04
O -0.96 1.46 1.24
H -1.69 0.13 -0.78
H -0.22 -0.35 1.82
H -0.67 -2.34 0.44
H -1.78 -2.28 -0.96
H -2.34 -1.75 0.64
*
```

***

(3)
The following is a quantum chemistry calculation of a structure of composition C3H10N2O2 in a non-equilibrium geometry, from the OMol25 dataset.

Electronic energy, Eh: -380.09847
HOMO energy, Eh: -0.2713
Energy relative to the best compared isomer or geometry (same formula, charge and spin), kcal/mol: 149.47
HOMO-LUMO gap, eV: 8.1523

The geometry in ORCA input format:
```
! RIJCOSX wB97M-V def2-TZVPD def2/J DEFGRID3
* xyz 0 1
C -1.03 1.05 -0.41
C -0.60 -1.69 0.23
N -2.15 0.94 0.34
O 0.01 -0.64 -0.48
H -2.85 0.29 0.01
H -2.00 0.89 1.34
H -1.15 0.99 -1.48
H -0.38 1.84 -0.06
H -1.57 -1.94 -0.22
H -0.74 -1.40 1.28
H 0.03 -2.59 0.19
C 2.35 0.34 -0.45
N 1.43 -0.18 0.56
O 0.93 0.72 1.30
H 1.81 0.78 -1.30
H 2.99 1.11 -0.03
H 2.94 -0.50 -0.83
*
```

***

(4)
The following is a quantum chemistry calculation of a cluster of 3 separate species, C3H10N2O2 in total in a non-equilibrium geometry, from the OMol25 dataset.

Electronic energy, Eh: -380.02743
HOMO energy, Eh: -0.3412
Energy relative to the best compared isomer or geometry (same formula, charge and spin), kcal/mol: 194.05
HOMO-LUMO gap, eV: 4.8326

The geometry in ORCA input format:
```
! RIJCOSX wB97M-V def2-TZVPD def2/J DEFGRID3
* xyz 0 1
N 0.23 -1.21 -0.52
C -0.36 -0.10 -1.03
C 0.09 1.25 -0.36
C -1.87 -0.20 -0.83
N -2.50 0.55 -1.72
O -2.28 -0.91 0.07
H 1.31 -1.18 -0.45
H 1.41 0.08 4.44
H -0.06 -0.11 -2.10
H -0.11 1.15 0.71
H -0.52 2.04 -0.76
H 1.12 1.36 -0.66
H -3.37 0.04 -1.88
H 1.40 -0.43 4.96
H -0.32 -1.56 0.28
H 3.34 -0.61 -0.12
O 2.49 -0.16 -0.03
*
```

***

(5)
The following is a quantum chemistry calculation of a structure of composition C3H10N2O2 in a non-equilibrium geometry, from the OMol25 dataset.

Electronic energy, Eh: -380.11728
HOMO energy, Eh: -0.2925
Energy relative to the best compared isomer or geometry (same formula, charge and spin), kcal/mol: 137.67
HOMO-LUMO gap, eV: 8.7012

The geometry in ORCA input format:
```
! RIJCOSX wB97M-V def2-TZVPD def2/J DEFGRID3
* xyz 0 1
C 1.91 0.62 0.83
N 1.06 -0.03 -0.15
C -0.27 -0.87 0.42
O 1.78 -0.96 -0.92
O -0.11 -2.08 0.37
H 1.36 -1.82 -0.66
H -0.59 -0.32 1.32
H 2.73 1.13 0.33
H 2.32 -0.13 1.52
H 1.32 1.34 1.38
C -1.44 -0.02 -0.88
N -2.35 0.96 -0.30
H -2.82 0.60 0.52
H -1.87 1.82 -0.04
H -1.17 0.33 -1.89
H -1.99 -0.94 -1.08
H 0.12 0.37 -0.76
*
```

***

(6)
The following is a quantum chemistry calculation of a cluster of 2 separate species, C3H10N2O2 in total in a non-equilibrium geometry, from the OMol25 dataset.

Electronic energy, Eh: -380.29638
HOMO energy, Eh: -0.3541
Structure (SMILES): NCCC(N)=O.O
Energy relative to the best compared isomer or geometry (same formula, charge and spin), kcal/mol: 25.28
HOMO-LUMO gap, eV: 9.9840

The geometry in ORCA input format:
```
! RIJCOSX wB97M-V def2-TZVPD def2/J DEFGRID3
* xyz 0 1
C -0.71 -0.51 -0.34
C -1.13 0.41 -1.43
C -0.01 0.66 -2.48
N 1.25 0.86 -2.00
O -0.31 0.59 -3.65
N -1.87 -1.25 0.20
H -0.16 0.02 0.44
H 0.01 -1.25 -0.73
H -1.37 1.43 -1.09
H -2.00 0.15 -2.02
H 1.92 1.37 -2.57
H 1.26 1.02 -1.01
H -2.20 -1.83 -0.57
H -1.56 -1.97 0.87
H 2.26 -0.44 5.96
H 1.99 0.42 4.86
O 2.63 0.32 5.55
*
```

***

(7)
The following is a quantum chemistry calculation of a cluster of 2 separate species, C3H10N2O2 in total in a non-equilibrium geometry, from the OMol25 dataset.

Electronic energy, Eh: -380.25402
HOMO energy, Eh: -0.3359
Structure (SMILES): NCCNC=O.O
Energy relative to the best compared isomer or geometry (same formula, charge and spin), kcal/mol: 51.86
HOMO-LUMO gap, eV: 9.9630

The geometry in ORCA input format:
```
! RIJCOSX wB97M-V def2-TZVPD def2/J DEFGRID3
* xyz 0 1
C -0.49 1.63 1.34
N 0.02 0.47 0.83
C 0.70 0.48 -0.43
C 0.49 -0.80 -1.40
N 0.87 -0.22 -2.75
O -1.46 1.84 2.05
H 0.17 2.43 0.89
H -0.35 -0.25 1.44
H 0.27 1.41 -1.00
H 1.75 0.66 -0.41
H -0.59 -1.02 -1.60
H 1.06 -1.70 -0.93
H 0.02 -0.26 -3.29
H 1.66 -0.64 -3.19
H -1.35 -0.60 3.09
H -1.73 -2.00 2.60
O -1.03 -1.42 2.75
*
```

***

(8)
The following is a quantum chemistry calculation of a cluster of 2 separate species, C3H10N2O2 in total in a non-equilibrium geometry, from the OMol25 dataset.

Electronic energy, Eh: -380.25481
HOMO energy, Eh: -0.3307
Structure (SMILES): NCNCC=O.O
Energy relative to the best compared isomer or geometry (same formula, charge and spin), kcal/mol: 51.36
HOMO-LUMO gap, eV: 9.7398

The geometry in ORCA input format:
```
! RIJCOSX wB97M-V def2-TZVPD def2/J DEFGRID3
* xyz 0 1
O -1.31 -0.54 -2.52
C -1.02 -1.16 -1.53
C 0.34 -1.14 -0.88
N 0.96 0.21 -1.09
C 0.72 1.17 -0.06
N 1.27 0.85 1.31
H -1.77 -1.78 -1.01
H 1.02 -1.91 -1.24
H 0.28 -1.25 0.19
H 0.76 0.55 -2.02
H 1.26 2.09 -0.32
H -0.27 1.61 0.13
H 2.24 0.62 1.04
H 0.94 -0.09 1.51
H -1.19 0.80 2.12
H -2.54 -0.01 2.41
O -1.68 0.00 1.96
*
```

***

(9)
The following is a quantum chemistry calculation of a cluster of 2 separate species, C3H10N2O2 in total in a non-equilibrium geometry, from the OMol25 dataset.

Electronic energy, Eh: -380.30547
HOMO energy, Eh: -0.3427
Structure (SMILES): CNC(=O)CN.O
Energy relative to the best compared isomer or geometry (same formula, charge and spin), kcal/mol: 19.57
HOMO-LUMO gap, eV: 9.9019

The geometry in ORCA input format:
```
! RIJCOSX wB97M-V def2-TZVPD def2/J DEFGRID3
* xyz 0 1
N 1.10 1.60 -0.85
C 1.35 0.16 -0.87
C 0.06 -0.65 -0.85
N -0.82 -0.31 0.14
C -2.20 -0.71 0.05
O -0.14 -1.55 -1.65
H 0.92 1.95 -1.78
H 1.87 2.08 -0.42
H 1.92 -0.07 0.04
H 1.88 -0.20 -1.74
H -0.50 0.52 0.63
H -2.61 -0.86 1.04
H -2.21 -1.64 -0.51
H -2.79 0.04 -0.48
H -0.23 0.53 3.23
H 0.43 1.85 2.80
O 0.60 0.91 2.93
*
```

***

(10)
The following is a quantum chemistry calculation of a structure of composition C3H10N2O2 in a non-equilibrium geometry, from the OMol25 dataset.

Electronic energy, Eh: -380.19190
HOMO energy, Eh: -0.3220
Energy relative to the best compared isomer or geometry (same formula, charge and spin), kcal/mol: 90.84
HOMO-LUMO gap, eV: 9.0879

The geometry in ORCA input format:
```
! RIJCOSX wB97M-V def2-TZVPD def2/J DEFGRID3
* xyz 0 1
C -0.70 -1.11 1.17
C 1.38 0.12 0.08
N -0.34 0.14 0.51
N -0.65 1.24 1.35
H 0.02 1.31 2.11
H -0.61 2.09 0.80
H -0.51 -1.93 0.48
H -1.76 -1.09 1.42
H -0.11 -1.26 2.08
H 1.75 0.03 1.10
H 1.86 -0.69 -0.47
H 1.55 1.13 -0.27
C -0.26 -0.11 -2.50
O -1.26 0.33 -1.85
O -0.01 -0.22 -3.67
H -0.96 0.31 -0.59
H 0.61 -0.32 -1.74
*
```